1.
79
Properties=species:S:1:pos:R:3:forces:R:3:mulliken_charge:R:1 method="wB97M-V/def2-TZVPD" homo_energy_ev=-17.01 gap_ha=0.28047 charge=+3 total_energy_ev=-130377.24883
H 0.420 2.083 -3.064 0.029 0.080 -0.042 0.48
In -0.162 -0.125 -0.144 0.487 -0.280 0.272 1.87
H 1.521 -4.363 0.762 -0.004 -0.139 0.001 0.45
H -1.615 3.958 4.847 0.043 0.015 0.013 0.46
C -0.319 1.966 2.448 -0.018 0.064 -0.089 -0.55
C 4.115 2.893 -0.766 0.077 -0.002 -0.061 -1.04
N -1.075 -2.010 -0.385 0.626 -0.245 0.020 -0.44
O 4.370 0.495 0.063 -0.141 -0.167 0.126 -0.41
H -0.402 -5.985 0.969 0.068 0.079 -0.029 0.35
C -0.732 2.374 3.706 0.022 -0.078 0.001 -0.82
C 1.719 4.248 -1.035 0.248 -0.023 0.043 -0.94
N -0.933 -4.448 -0.349 -0.058 -0.248 0.117 0.31
C 3.090 0.781 -0.045 -0.074 0.441 0.064 0.71
H -0.810 -4.557 -2.471 0.011 0.056 0.046 0.50
C -0.980 -3.182 -0.334 -0.054 0.119 -0.298 0.37
H -0.621 1.714 4.556 -0.018 -0.001 0.003 0.51
H 5.199 -0.878 1.346 -0.001 0.003 0.021 0.33
N 2.245 -0.160 0.311 0.054 -0.053 -0.213 -0.34
H -4.844 0.036 2.408 0.004 -0.019 0.003 0.50
H 0.134 0.980 2.329 0.056 0.027 0.081 0.51
C -0.930 -5.230 -1.624 0.007 -0.118 -0.108 -0.50
C -1.001 2.735 -1.568 -0.042 0.286 -0.151 0.66
H -0.085 -5.918 -1.581 0.066 0.086 0.092 0.31
P 0.129 2.289 -0.249 -0.718 0.082 -0.308 0.16
H 0.978 -2.831 1.464 -0.025 -0.019 -0.011 0.11
H 2.900 5.961 -1.537 0.021 -0.009 -0.037 0.50
H -4.025 4.097 -2.238 -0.001 -0.007 0.010 0.51
C -0.558 2.517 -2.880 -0.011 0.004 0.088 -0.68
H 2.358 -3.676 2.147 -0.004 0.018 0.015 0.41
H -2.712 -6.689 1.456 -0.024 0.016 0.009 0.40
C -1.383 4.507 2.788 -0.001 0.018 -0.029 -0.84
C -3.019 0.198 1.306 -0.038 0.083 -0.164 -0.31
H -1.049 4.798 0.697 0.000 -0.014 -0.016 0.48
C 2.932 2.203 -0.501 -0.095 -0.206 0.045 0.68
C -2.232 -6.012 -1.706 -0.096 -0.009 0.153 -0.61
H -1.253 -4.631 1.749 0.008 0.073 -0.056 0.48
H -2.642 0.364 -1.950 -0.010 0.022 -0.013 0.46
H 4.947 -1.439 -0.321 0.011 0.055 -0.033 0.41
H -2.173 -6.711 -2.539 -0.043 0.035 -0.038 0.38
C 1.859 -3.433 1.210 -0.072 -0.003 -0.051 -1.51
H 2.946 -1.321 1.917 0.021 0.076 0.008 0.56
C 2.793 -2.682 0.268 -0.246 -0.079 0.057 0.62
C -2.522 -6.005 0.631 -0.065 -0.020 -0.165 -0.71
C -2.268 3.267 -1.336 0.094 0.164 -0.026 -0.67
H -3.350 -5.288 0.558 -0.038 -0.019 0.030 0.33
H -1.783 5.502 2.928 -0.023 -0.009 0.008 0.48
C -1.217 -5.267 0.867 -0.051 -0.107 0.066 -0.51
H 3.743 -3.222 0.268 0.018 0.026 0.033 0.31
H 2.373 -3.636 -1.633 0.035 -0.003 0.029 0.47
N -2.404 0.297 0.114 -0.187 -0.051 0.306 0.29
H -2.388 0.204 2.187 -0.022 0.024 0.004 0.50
C -0.972 4.106 1.526 0.103 -0.003 0.138 -0.16
H 0.783 4.781 -1.155 -0.016 -0.031 -0.003 0.37
C -3.160 0.292 -0.999 0.045 -0.028 0.156 -0.32
C 2.304 -2.648 -1.178 0.028 0.001 -0.040 -1.33
C -1.363 2.876 -3.947 -0.017 -0.090 0.012 -0.82
C -3.056 3.649 -2.414 -0.038 -0.082 0.086 -0.84
H -3.220 3.768 -4.545 0.000 -0.005 -0.005 0.47
H 2.884 -1.961 -1.796 0.056 -0.036 -0.018 0.35
C 4.107 4.231 -1.137 0.035 -0.068 0.015 -0.86
C -4.533 0.205 -0.963 0.026 0.014 -0.039 -0.83
Br -7.002 -0.041 0.381 -0.222 0.000 0.011 -0.02
H -2.635 3.402 -0.328 -0.013 0.024 0.002 0.52
H -1.026 2.708 -4.961 0.022 0.029 0.000 0.51
C -2.604 3.460 -3.711 -0.004 -0.004 -0.069 -0.64
C -4.387 0.104 1.431 0.012 0.026 0.027 -0.84
H 5.057 2.377 -0.670 0.018 0.104 -0.044 0.57
C -1.276 3.641 3.870 -0.013 0.022 -0.017 -0.68
C -0.448 2.823 1.352 -0.032 0.024 0.114 1.15
C 4.518 -0.866 0.501 0.067 -0.007 -0.060 -0.74
O -2.434 -6.783 -0.542 0.103 0.004 -0.013 -0.37
C -5.160 0.103 0.275 0.096 0.019 0.006 0.17
C 3.097 -1.291 0.836 -0.221 -0.131 0.027 -0.37
H -3.074 -5.328 -1.869 -0.029 -0.007 -0.002 0.31
C 2.913 4.915 -1.264 -0.105 0.079 -0.043 -0.77
H 5.044 4.737 -1.327 0.018 -0.020 0.017 0.46
C 1.729 2.910 -0.643 0.165 0.106 -0.074 1.21
H 1.254 -2.349 -1.254 0.087 0.053 0.001 -0.04
H -5.107 0.219 -1.879 0.007 -0.017 -0.007 0.55

***

2.
64
Properties=species:S:1:pos:R:3:forces:R:3:nbo_charge:R:1 method="wB97M-V/def2-TZVPD" homo_energy_ev=-9.30 gap_ha=0.31853 smiles="Nc1ccc2c(c1)C(=O)N(N=C=O)C2=O.c1ccncc1.c1ccncc1.c1ccncc1.c1ccncc1" total_energy_ev=-47048.58109
H 4.659 -1.675 2.671 0.080 0.008 0.020 0.23
C -7.345 2.354 -3.106 0.002 -0.029 -0.015 -0.26
H -1.095 0.002 -1.841 0.019 -0.481 -0.290 0.27
H -7.657 3.382 -3.229 0.029 -0.006 0.016 0.22
H -1.305 0.054 3.476 0.010 0.003 -0.030 0.22
C 3.057 6.360 1.143 -0.010 -0.037 -0.020 -0.27
H 2.335 3.207 0.166 0.070 0.051 0.057 0.25
C 5.549 -5.113 4.001 -0.006 0.043 0.215 0.03
C 0.942 -0.696 -1.852 1.443 -0.591 -0.113 -0.15
H 1.558 5.554 -0.170 0.013 -0.014 0.010 0.21
H -0.212 -3.799 -3.810 0.090 0.351 0.273 0.22
C 3.277 -1.273 -1.671 -1.738 -0.682 -0.151 0.67
H -2.637 -2.622 -2.478 -0.225 0.180 -0.310 0.38
C -8.001 1.323 -3.758 -0.093 0.018 -0.072 -0.17
C -4.284 0.827 2.081 0.141 -0.038 0.041 -0.26
C 2.396 5.337 0.481 -0.042 0.046 -0.024 -0.17
C 2.824 4.032 0.665 -0.035 0.010 -0.009 -0.27
C -2.059 0.250 2.725 -0.001 0.000 0.003 -0.25
C 5.003 -2.937 4.378 0.020 -0.135 0.202 0.03
H 2.250 -3.579 -3.221 -0.423 0.208 -0.001 0.24
H -8.050 -0.809 -4.058 0.023 -0.007 0.022 0.22
H 5.796 -6.075 4.437 0.010 -0.019 -0.067 0.19
C -0.810 -1.938 -2.901 0.349 0.670 0.535 0.17
N -2.215 -2.036 -3.197 0.680 -0.352 0.033 -0.83
N -5.836 0.789 -2.088 -0.314 0.099 -0.188 -0.43
H -2.348 -2.458 -4.112 -0.121 -0.160 0.249 0.37
H -5.726 2.808 -1.760 -0.044 0.047 -0.028 0.19
H 4.817 -2.162 5.113 -0.009 0.044 -0.058 0.19
H 5.112 -3.525 1.060 0.025 0.019 0.016 0.22
C 5.168 -3.697 2.129 -0.037 0.014 -0.145 -0.17
C 5.493 -4.948 2.626 -0.019 0.035 0.016 -0.26
H 5.697 -5.778 1.962 0.004 -0.004 0.031 0.22
H 4.673 6.795 2.499 -0.047 0.047 -0.027 0.19
C 2.259 -1.510 1.088 -1.665 0.550 -1.864 0.88
H -4.564 0.891 -0.057 -0.001 -0.058 0.032 0.22
O 1.434 1.499 -0.865 0.148 -0.279 0.466 -0.49
H -6.108 -1.189 -2.542 -0.042 -0.016 -0.045 0.19
C -7.564 0.023 -3.567 0.012 0.046 0.006 -0.26
O 1.311 -2.171 1.242 1.346 0.098 0.940 -0.44
H 2.752 7.391 1.026 0.030 -0.003 0.019 0.22
H -5.305 1.094 2.318 0.004 -0.003 -0.039 0.22
C -3.355 0.587 3.081 -0.064 0.010 0.109 -0.17
H -3.637 0.662 4.124 0.015 -0.002 -0.017 0.22
C 1.513 -2.821 -2.944 -0.300 0.755 0.182 -0.20
C 4.916 -2.667 3.020 -0.047 0.013 0.002 -0.27
C -1.750 0.169 1.377 -0.048 0.009 -0.250 0.03
N 5.312 -4.135 4.877 -0.016 0.038 -0.262 -0.41
C -6.484 -0.188 -2.725 0.198 -0.007 0.148 0.04
H -8.843 1.531 -4.407 0.016 -0.003 0.014 0.22
N 3.093 -0.664 0.710 0.450 -0.593 1.254 -0.43
C 0.137 -2.919 -3.256 0.153 -0.029 -0.176 -0.23
C 4.124 6.028 1.963 0.150 -0.118 0.107 0.03
O 4.380 -1.584 -1.991 -0.113 -0.261 0.332 -0.48
N 4.552 4.780 2.156 -0.189 0.045 -0.142 -0.42
H -0.747 -0.089 1.051 0.021 -0.011 0.081 0.18
C -3.872 0.717 0.761 0.004 0.051 -0.262 0.03
C -6.273 2.034 -2.289 0.176 -0.113 0.122 0.03
C 1.729 0.359 -1.058 -1.631 -1.173 -0.594 0.69
C 3.900 3.810 1.510 0.169 0.086 0.153 0.03
N 2.923 -0.315 -0.656 1.159 1.251 -0.483 -0.38
C -0.407 -0.783 -2.175 0.781 -0.268 -0.132 -0.18
C 1.906 -1.697 -2.219 -0.547 0.685 -0.121 -0.09
N -2.628 0.395 0.397 0.037 -0.015 0.286 -0.43
H 4.269 2.805 1.688 -0.052 -0.025 -0.061 0.19

***

3.
13
Properties=species:S:1:pos:R:3:forces:R:3:nbo_charge:R:1 method="wB97M-V/def2-TZVPD" homo_energy_ev=-13.15 gap_ha=0.31645 charge=+1 total_energy_ev=-6767.36690
H -0.361 -0.820 -0.614 -0.196 -0.474 1.328 0.24
H 0.754 0.781 -3.002 0.362 -0.820 1.814 0.51
H 1.086 -1.369 0.460 -0.848 -0.525 0.143 0.26
H 2.360 -0.618 -2.731 -0.520 0.145 1.363 0.10
C 0.089 -0.908 0.404 1.603 0.985 -1.547 0.10
O 0.817 0.411 -2.043 -0.627 1.158 -1.830 -0.66
H -1.058 1.734 1.712 -1.303 -1.312 -0.782 0.25
N -0.230 -0.105 1.337 -0.676 -1.291 -0.023 -0.40
H -2.011 0.616 0.469 0.221 0.435 -0.284 0.24
C -1.452 0.702 1.391 1.706 1.420 0.738 -0.42
C 1.751 -0.434 -1.754 0.941 -0.234 -1.729 0.12
H -2.026 0.249 2.163 -0.707 0.034 0.827 0.24
H 0.279 -0.239 2.209 0.043 0.479 -0.021 0.43

***

4.
16
Properties=species:S:1:pos:R:3:forces:R:3:nbo_charge:R:1 method="wB97M-V/def2-TZVPD" homo_energy_ev=-8.27 gap_ha=0.33593 smiles="[H]/N=C/N.NCN" total_energy_ev=-8194.60104
H -1.904 1.787 1.092 -2.203 0.440 -0.195 0.16
N -0.053 2.457 0.314 -0.900 0.964 -0.559 -0.86
H 0.457 0.263 1.552 -0.880 -0.188 -0.351 0.36
N -0.559 0.326 1.358 0.717 0.340 0.432 -0.82
H -0.013 3.442 0.610 0.136 -0.485 -0.275 0.35
H -0.639 -2.698 0.256 -0.399 -1.421 -0.652 0.39
H 1.651 -1.206 -2.474 -0.324 -0.097 1.150 0.37
N 1.385 -1.418 -1.484 0.808 -0.975 -3.070 -0.78
H -0.403 -2.452 -2.115 0.497 0.741 -0.773 0.14
H -0.710 -0.010 0.418 0.226 -0.471 -0.156 0.34
H 2.227 -1.557 -0.936 -0.395 -0.060 0.468 0.40
C -0.894 1.735 1.310 3.159 0.494 1.775 -0.05
C 0.403 -2.380 -1.376 -1.599 0.196 3.054 0.34
N 0.198 -2.988 -0.252 1.394 1.645 -0.150 -0.86
H -0.640 2.205 2.363 -0.761 -0.853 -2.069 0.17
H -0.507 2.496 -0.636 0.523 -0.271 1.370 0.35

***

Per-record relative energy (zero: lowest compared OMol25 entry of this formula, charge and spin), kJ/mol: 170.0 0.0 366.9 215.6